1.
C39H55GaO6P | wB97M-V/def2-TZVPD

Each line ends with the Löwdin charge.
Element x y z (Å)
C: -2.79799 -4.97126 1.56638  -0.119
O: -2.54229 -3.58719 1.62071  -0.189
C: -3.18791 -2.90779 2.67719  -0.242
C: -2.19874 -2.35387 3.71081  -0.161
C: -2.61687 -0.99842 4.29162  -0.214
C: -2.72163 0.11953 3.24504  -0.207
C: -1.35981 0.71657 2.79920  -0.198
C: -0.87560 0.36447 1.38254  -0.273
C: -0.04973 1.49257 0.74262  -0.259
Ga: 1.94991 1.35528 0.79267  0.411
C: 2.81312 0.09274 -0.52726  -0.236
C: 3.18909 -1.30901 0.00532  -0.257
C: 2.51190 -2.44383 -0.74207  -0.168
O: 3.25728 -3.68146 -0.56595  -0.067
C: 3.14477 -4.29320 0.64198  -0.530
C: 4.48493 -4.56098 1.27436  0.016
O: 2.08069 -4.59371 1.14850  0.098
C: 2.70424 1.05660 2.69846  -0.144
C: 2.86354 2.38007 3.31039  -0.633
O: 2.03507 3.00113 3.98301  0.022
O: 4.08456 2.96434 3.00977  0.014
P: 2.55661 3.56108 0.05246  0.583
O: 1.99157 3.85215 -1.32705  -0.602
H: -2.07358 -5.40469 0.88422  0.084
H: -2.67214 -5.44269 2.55240  0.088
H: -3.81926 -5.17464 1.21349  0.084
H: -3.78099 -2.10435 2.23165  0.099
H: -3.89341 -3.58106 3.18307  0.116
H: -2.10177 -3.08569 4.52183  0.108
H: -1.21083 -2.27111 3.24297  0.116
H: -1.85462 -0.68661 5.01666  0.106
H: -3.54909 -1.10211 4.86366  0.093
H: -3.24902 -0.24027 2.35783  0.083
H: -3.32897 0.92820 3.66540  0.102
H: -1.43564 1.80795 2.86176  0.104
H: -0.59364 0.43239 3.53007  0.104
H: -0.33006 -0.58843 1.40542  0.092
H: -1.76749 0.18678 0.76421  0.095
H: -0.28967 2.45478 1.21192  0.048
H: -0.27030 1.61908 -0.32299  0.027
H: 2.16095 0.02013 -1.40438  0.051
H: 3.73783 0.56841 -0.87067  0.042
H: 2.98315 -1.41549 1.07803  0.095
H: 4.26823 -1.45972 -0.13213  0.092
H: 2.52554 -2.25175 -1.81791  0.120
H: 1.47676 -2.58212 -0.41636  0.127
H: 4.44567 -5.50010 1.82930  0.083
H: 5.28526 -4.57027 0.53509  0.080
H: 4.68235 -3.74186 1.97468  0.095
H: 3.65595 0.52780 2.61005  0.062
H: 2.01716 0.48010 3.32212  0.063
H: 3.92198 3.91277 2.94041  0.093
H: 3.95199 3.83643 0.11582  -0.062
H: 2.05496 4.51340 0.98717  -0.051
C: -8.61834 -3.46906 4.41925  -0.104
C: -7.94581 -2.77141 5.41314  -0.101
C: -6.93879 -1.87795 5.07375  -0.093
C: -6.60840 -1.67851 3.74066  -0.096
C: -7.28064 -2.37576 2.74660  -0.092
C: -8.28452 -3.27227 3.08599  -0.100
H: -9.40165 -4.16803 4.68374  0.096
H: -8.20532 -2.92516 6.45287  0.097
H: -6.40857 -1.33801 5.84780  0.100
H: -5.82132 -0.98316 3.47657  0.094
H: -7.01854 -2.22158 1.70785  0.103
H: -8.80585 -3.81932 2.31088  0.098
C: 1.66914 3.94256 -4.53295  -0.073
C: 2.40862 3.30317 -5.52055  -0.093
C: 2.17429 3.57513 -6.86246  -0.115
C: 1.19717 4.49279 -7.22446  -0.119
C: 0.45488 5.13403 -6.24146  -0.107
C: 0.69031 4.85709 -4.90113  -0.084
H: 1.84720 3.73417 -3.48308  0.063
H: 3.17181 2.58858 -5.23825  0.099
H: 2.75195 3.07048 -7.62760  0.091
H: 1.01329 4.70641 -8.27046  0.090
H: -0.30933 5.84904 -6.52128  0.093
H: 0.10858 5.35166 -4.13359  0.088
C: -1.84161 4.99575 -1.87794  -0.093
C: -1.64641 3.62701 -1.99620  -0.086
C: -2.73827 2.78413 -2.15159  -0.090
C: -4.02295 3.30920 -2.19624  -0.108
C: -4.21751 4.67935 -2.08212  -0.114
C: -3.12594 5.52222 -1.92052  -0.105
H: -0.98673 5.64741 -1.74851  0.102
H: -0.64177 3.22314 -1.96022  0.086
H: -2.58462 1.71554 -2.23388  0.101
H: -4.87374 2.65017 -2.31811  0.093
H: -5.21937 5.08947 -2.11639  0.092
H: -3.27685 6.59047 -1.82477  0.094
C: 5.51865 -2.94630 -4.22569  -0.092
C: 6.42686 -2.25750 -5.01791  -0.104
C: 7.33296 -1.38320 -4.43350  -0.104
C: 7.33166 -1.20329 -3.05709  -0.096
C: 6.42366 -1.89477 -2.26714  -0.089
C: 5.51217 -2.76595 -2.84850  -0.081
H: 4.80797 -3.62346 -4.68256  0.100
H: 6.42612 -2.39858 -6.09137  0.096
H: 8.03651 -0.83876 -5.05051  0.096
H: 8.03545 -0.51958 -2.59987  0.099
H: 6.42263 -1.74935 -1.19398  0.096
H: 4.79695 -3.29903 -2.23269  0.084

Results
Gap between HOMO and LUMO in eV: 7.46
HOMO energy in Ha: -0.190
Total energy in a.u.: -4236.711256
E_LUMO in eV: 2.297
Charge: -1

=====

2.
C4H22N2O8 | wB97M-V/def2-TZVPD

Each line ends with the natural charge from an NBO analysis.
Element x y z (Å)
O: 0.08778 1.67290 2.65940  -0.621
C: 0.19390 0.49157 2.44869  0.822
O: -0.24368 -0.46645 3.23653  -0.718
C: 0.62793 0.03921 1.05599  -0.177
C: 2.09431 0.65615 0.80918  -0.418
C: 2.50370 0.35233 -0.64358  -0.244
N: 2.95357 -1.05972 -0.86100  -0.860
N: 0.46514 -1.35803 0.76384  -0.878
H: 0.02895 0.60966 0.33368  0.251
H: 2.78805 0.04330 1.38946  0.190
H: 2.03185 1.72203 0.99511  0.222
H: 3.26125 1.04852 -1.03023  0.196
H: 1.56241 0.51658 -1.16955  0.213
H: 3.89619 -1.21258 -0.51515  0.351
H: 2.33468 -1.72972 -0.44045  0.363
H: 1.01044 -2.07489 1.20308  0.365
H: -0.28992 -1.42695 3.22196  0.538
H: 0.32176 -1.51067 -0.23016  0.398
H: -0.38073 3.78982 0.10170  0.476
H: -0.01244 3.05715 1.27483  0.504
O: -0.45807 2.87831 0.42996  -0.957
H: -2.43192 -0.82033 -1.62795  0.524
H: -2.12256 -2.07579 -2.59695  0.491
O: -1.99870 -1.14099 -2.43016  -0.999
H: 1.96727 -1.54544 -3.04203  0.482
H: 0.39131 -1.63895 -2.82666  0.484
O: 1.24561 -2.14890 -2.84883  -0.974
H: -2.95192 -2.52066 0.48475  0.481
H: -3.20829 -0.97070 0.77081  0.497
O: -3.01405 -1.64971 0.10177  -0.972
H: -0.86626 0.14882 -2.98267  0.517
H: 0.67471 0.16914 -3.64043  0.477
O: 0.03662 0.51119 -3.02524  -1.004
H: -3.11031 1.83048 1.24657  0.458
H: -2.06025 2.15623 0.27967  0.498
O: -2.92982 1.69633 0.30528  -0.978

Results
Gap between HOMO and LUMO in eV: 8.98
HOMO energy in Ha: -0.323
Structure (SMILES): NCC[C@@H](N)C(=O)O.O.O.O.O.O.O
Total energy in a.u.: -877.008127
Relative energy (zero: lowest compared OMol25 entry of this formula, charge and spin) in kJ/mol: 185.2
E_LUMO in eV: 0.186
Charge: 0

=====

3.
C2H4F3P | wB97M-V/def2-TZVPD

Each line ends with the natural charge from an NBO analysis.
Element x y z (Å)
C: 1.02252 0.44893 0.39031  0.517
C: -0.12275 -0.53112 0.26652  -0.081
F: 2.27668 -0.19623 0.66299  -0.373
F: 1.21808 1.09770 -0.79837  -0.331
F: 0.03292 -1.28495 -0.81955  -0.337
P: -1.71704 0.45535 -0.11482  0.237
H: 0.94815 1.10015 1.30083  0.155
H: -0.06529 -1.10900 1.22293  0.206
H: -2.14281 -0.76100 -0.54466  -0.014
H: -1.45045 0.78016 -1.56618  0.020

Results
Gap between HOMO and LUMO in eV: 11.17
HOMO energy in Ha: -0.378
Structure (SMILES): FC(F)[C@H](F)P
Total energy in a.u.: -719.502598
Relative energy (zero: lowest compared OMol25 entry of this formula, charge and spin) in kJ/mol: 185.2
E_LUMO in eV: 0.878
Charge: 0

=====

4.
C3H6BrN3 | wB97M-V/def2-TZVPD

Each line ends with the natural charge from an NBO analysis.
Element x y z (Å)
C: 0.07593 -1.83525 -0.45794  0.068
C: 0.79706 -0.51492 -0.49059  -0.356
C: 0.23199 1.57504 0.68071  -0.409
N: -0.95479 -1.71321 0.41999  -0.216
N: 0.09864 0.13021 0.61381  -0.125
N: -0.96215 -0.47478 0.84893  0.068
Br: -3.26853 0.36668 -0.85360  -0.420
H: 0.44036 -2.77157 -0.82052  0.220
H: 1.87558 -0.74226 -0.39758  0.253
H: 0.66881 0.04482 -1.58532  0.255
H: 1.26037 1.80366 0.56459  0.207
H: -0.16107 2.07460 -0.09328  0.220
H: -0.10221 2.05697 1.57080  0.236

Results
Gap between HOMO and LUMO (spin up / spin down) in eV: 7.88 / 5.13
HOMO energy (spin up / spin down) in Ha: -0.335 / -0.279
Total energy in a.u.: -2856.034721
Relative energy (zero: lowest compared OMol25 entry of this formula, charge and spin) in kJ/mol: 380.7
E_LUMO (spin up / spin down) in eV: -1.235 / -2.470
Charge: 0